DFT (ωB97M-V/def2-TZVPD) results for a molecular structure, C29H25CdF4N7O2S2.

Positions of all 70 atoms, in Å:
Cd -0.0689 -0.0593 0.9434
C -3.2973 -0.5694 1.7371
N -2.0932 -1.3684 1.5404
C -2.3475 -2.4431 0.5902
C -1.5953 -1.8944 2.8112
C -1.2382 -0.7975 3.8071
N -0.3973 0.2214 3.2009
C -0.1830 1.3442 3.8848
C 0.5192 2.4306 3.2801
F 0.9812 2.2668 2.0289
C 0.7568 3.6279 3.8976
F 1.4206 4.5863 3.2133
C 0.3444 3.8995 5.1952
C -0.3059 2.8612 5.8257
F -0.7137 3.0272 7.1087
C -0.5568 1.6450 5.2271
F -1.1478 0.7058 6.0189
H -4.0444 -1.1285 2.3260
H -3.7325 -0.3196 0.7717
H -3.0571 0.3633 2.2451
H -3.1414 -3.1164 0.9546
H -1.4413 -3.0253 0.4391
H -2.6622 -2.0105 -0.3607
H -0.7255 -2.5099 2.5955
H -2.3567 -2.5462 3.2759
H -0.7431 -1.2929 4.6509
H -2.1650 -0.3674 4.2048
H 0.5342 4.8457 5.6763
C -0.8547 -0.0655 -3.6921
C -1.1163 0.0217 -2.2048
N -0.2676 -0.4523 -1.3667
N 0.8301 -1.0881 -1.9393
C 1.9533 -0.8688 -1.3469
S 2.3199 0.1638 -0.0132
S 3.2680 -1.8802 -2.0477
C 4.5691 -0.6211 -2.2172
C 4.2991 0.3354 -3.3454
C 4.5628 -0.0290 -4.6646
C 4.2751 0.8301 -5.7127
C 3.7053 2.0722 -5.4584
C 3.4328 2.4423 -4.1498
C 3.7319 1.5830 -3.0997
C -2.3584 0.6868 -1.7577
C -3.4816 0.5834 -2.5877
C -4.6779 1.2240 -2.3274
C -4.7459 2.0529 -1.2022
C -3.6663 2.1876 -0.3653
C -2.4367 1.4817 -0.5607
O -1.5105 1.5947 0.3094
H 0.2015 0.0928 -3.8956
H -1.0986 -1.0655 -4.0615
H -1.4499 0.6683 -4.2306
H 4.6453 -0.1032 -1.2616
H 5.4915 -1.1781 -2.3861
H 4.9815 -1.0092 -4.8660
H 4.4837 0.5270 -6.7323
H 3.4659 2.7404 -6.2770
H 2.9723 3.4002 -3.9404
H 3.4902 1.8596 -2.0809
H -3.4109 -0.0399 -3.4726
H -5.5284 1.1004 -2.9860
H -5.6627 2.5917 -0.9822
H -3.7169 2.8172 0.5158
O 1.0778 -2.6060 0.9869
N 0.7011 -3.7722 1.2281
C 1.6442 -4.7088 1.3291
C 3.0473 -4.4600 1.2099
N 4.1896 -4.3192 1.1500
C 1.2133 -6.0406 1.5966
N 0.8881 -7.1260 1.8168

Force components x, y, z for each atom (eV/Å):
Cd 0.0 0.2 0.2
C 0.0 0.0 0.0
N 0.0 0.0 0.0
C 0.0 -0.1 0.0
C 0.0 0.0 0.0
C 0.0 0.0 -0.1
N 0.0 0.0 -0.1
C 0.1 0.0 0.0
C 0.0 0.0 0.1
F 0.0 0.0 -0.1
C 0.0 0.0 0.0
F 0.0 0.0 0.0
C 0.0 0.0 0.0
C 0.0 0.0 0.0
F 0.0 0.0 0.0
C 0.0 0.0 0.0
F 0.0 0.0 0.0
H 0.0 0.0 0.0
H 0.0 0.0 0.0
H 0.0 0.0 0.0
H 0.0 0.0 0.0
H 0.0 0.0 0.0
H 0.0 0.0 0.0
H 0.0 0.0 0.0
H 0.0 0.0 0.0
H 0.0 0.0 0.0
H 0.0 0.0 0.0
H 0.0 0.0 0.0
C 0.0 0.0 0.0
C 0.0 0.0 0.0
N 0.0 -0.1 -0.1
N 0.0 0.1 0.1
C 0.1 -0.1 -0.1
S -0.1 0.1 -0.1
S -0.1 0.1 0.0
C -0.1 0.0 0.1
C 0.0 0.0 0.0
C 0.0 0.0 0.0
C 0.0 0.0 0.0
C 0.0 0.0 0.0
C 0.0 0.0 0.0
C 0.0 0.0 0.0
C 0.0 0.0 0.0
C 0.0 0.0 0.0
C 0.0 0.0 0.0
C 0.0 0.0 0.0
C 0.0 0.0 0.0
C 0.0 -0.1 0.0
O 0.0 0.0 -0.1
H 0.0 0.0 0.0
H 0.0 0.0 0.0
H 0.0 0.0 0.0
H 0.0 0.0 0.0
H 0.0 0.0 0.0
H 0.0 0.0 0.0
H 0.0 0.0 0.0
H 0.0 0.0 0.0
H 0.0 0.0 0.0
H 0.0 0.0 0.0
H 0.0 0.0 0.0
H 0.0 0.0 0.0
H 0.0 0.0 0.0
H 0.0 0.0 0.0
O 0.0 0.2 0.0
N -0.1 -0.1 0.0
C 0.1 -0.2 0.0
C -0.1 0.0 0.0
N 0.0 0.0 0.0
C 0.0 0.1 0.0
N 0.0 0.0 0.0

Summary:
* net charge: -2
* LUMO level: 4.3 eV

Results of the natural (NBO) charge analysis, in e, for atoms 1 through 5: number 1, Cd, carries 1.6536; number 2, C, carries -0.4271; number 3, N, carries -0.5024; number 4, C, carries -0.4230; number 5, C, carries -0.2318


DFT (ωB97M-V/def2-TZVPD) results for C7H9N3 in the gas phase.

Positions of all 19 atoms, in Å:
C 1.1586 -0.1685 1.1589
C -0.8556 0.7947 -0.3367
C 0.4704 0.8235 1.8964
C -0.6559 -0.1708 -1.3841
C -0.6229 1.1479 0.9969
C 1.3271 -1.5930 -0.8667
C -1.5490 2.1328 1.6414
N 1.4326 -0.9554 0.3077
N 0.1723 -1.2949 -1.5748
N 2.1760 -2.6256 -1.1819
H -1.7772 1.2310 -0.7388
H 0.6752 1.0676 2.9665
H -1.3136 -0.1343 -2.2685
H -2.3442 2.2762 0.8444
H -0.9079 3.1209 1.7400
H -2.0139 1.9156 2.5666
H -0.0375 -1.8242 -2.3209
H 1.6994 -3.3544 -1.7160
H 2.9662 -2.3891 -1.7303

Force components x, y, z for each atom (eV/Å):
C -0.5 0.8 1.1
C -1.4 -1.5 -1.7
C 0.8 -2.7 -2.6
C 0.7 -1.1 0.3
C 1.3 0.2 2.1
C -1.7 1.4 1.1
C 0.5 2.9 -2.9
N 0.0 0.1 -0.2
N 1.7 4.0 4.2
N -0.4 -1.9 -0.5
H 0.3 0.6 0.6
H -0.5 -0.1 -1.4
H 0.1 0.3 0.9
H 0.6 0.4 1.3
H -1.7 -1.6 0.0
H -0.2 -0.6 0.9
H -0.6 -2.1 -3.2
H 0.1 0.0 0.5
H 0.9 0.6 -0.5

Summary:
* net charge: 0
* LUMO level: 0.6 eV

Results of the natural (NBO) charge analysis, in e, for atoms 1 through 5: number 1, C, carries 0.4627; number 2, C, carries -0.3430; number 3, C, carries -0.4136; number 4, C, carries -0.0964; number 5, C, carries -0.0766